{"formula": "C5H9NOS", "method": "wB97M-V/def2-TZVPD", "smiles": "SC[C@]12COC[C@H]1N2", "homo_ev": -9.26, "fmax_ev_per_a": 3.708, "lumo_energy_ha": 0.019, "e_tot_ev": -19699.8643, "elements": ["S", "O", "N", "C", "C", "C", "C", "C", "H", "H", "H", "H", "H", "H", "H", "H", "H"], "coordinates": [[0.848903, 1.106424, 2.587867], [-0.596527, -1.041398, -1.754822], [-0.092676, 1.429763, -0.705954], [-0.472990, 0.327983, 0.078189], [0.765284, -0.671101, -1.822404], [-1.369254, -0.667925, -0.664959], [0.882459, 0.235276, -0.593904], [-0.526794, 0.391573, 1.660884], [1.724647, 0.259151, 0.208933], [0.996491, -0.187208, -2.886278], [1.415467, -1.611743, -1.755458], [1.811476, 0.109216, 3.022467], [-2.300304, -0.288771, -1.106436], [-0.412458, -0.816086, 1.761354], [-1.807792, -1.654372, -0.106133], [0.412516, 2.151246, -0.274384], [-1.278448, 0.927972, 2.351039]], "atomic_forces_ev_per_a": [[2.3, -0.2, 0.7], [-0.2, -1.3, -2.3], [1.2, -1.4, -2.0], [0.0, -0.1, 2.2], [0.8, -0.1, -0.1], [-1.2, -1.3, 0.7], [-0.2, 0.5, 1.2], [0.6, -3.7, 0.2], [-1.2, 0.3, -2.1], [-0.6, -0.7, 2.4], [-0.7, 1.2, 0.1], [-1.7, 1.0, -1.1], [0.2, 0.6, 0.4], [-1.0, 2.8, 0.9], [1.7, 2.2, -0.5], [0.1, 1.4, 1.4], [0.0, -1.4, -2.2]], "lowdin_charge": [0.6364, -0.1594, 0.1218, -0.4992, -0.1590, -0.1605, -0.1686, -0.4881, 0.1312, 0.1554, 0.1263, -0.0835, 0.1185, 0.1307, 0.1626, 0.0673, 0.0680]}